(1)
Computed, not measured: a gas-phase ion, C3H8NO2 (charge +1) at a distorted geometry, with ωB97M-V/def2-TZVPD.

Its strongest force on any atom is 3.44 eV/A. The calculation puts the LUMO energy at -3.474 eV. Its total charge is +1. Its SMILES is O[C@H]1[NH2+]CCO1. The total energy comes out at -8817.82362 eV. For the energy relative to the best compared isomer or geometry (same formula, charge and spin), the calculation gives 49.1 kcal per mole.

Each line ends with the Mulliken charge.
Geometry (Å):
O: -1.8521 1.4598 0.3065  -0.440
C: -0.5732 0.9298 0.4001  0.094
N: -0.7804 -0.6452 0.4520  -0.180
C: 0.6254 -1.1773 0.0918  -0.516
C: 1.2485 0.0676 -0.5954  -0.344
O: 0.1793 1.0560 -0.7179  -0.410
H: -1.7728 2.0096 -0.4663  0.352
H: 0.0125 1.1704 1.2358  0.467
H: -1.1367 -0.8969 -0.4412  0.344
H: -1.1807 -0.9875 1.3216  0.331
H: 0.4203 -1.8852 -0.6798  0.330
H: 1.2707 -1.5918 0.8476  0.334
H: 2.0538 0.5762 -0.1032  0.351
H: 1.4851 -0.0855 -1.6516  0.286

---

(2)
Computed, not measured: 2 unconnected molecules or ions with the total composition C3H8NO2 at a distorted geometry, with ωB97M-V/def2-TZVPD.

Its strongest force on any atom is 6.78 eV/A. The calculation puts the LUMO energy at -4.734 eV. Its total charge is +1. The total energy comes out at -8815.03148 eV. For the energy relative to the best compared isomer or geometry (same formula, charge and spin), the calculation gives 113.5 kcal per mole.

Each line ends with the Mulliken charge.
Geometry (Å):
C: -1.8281 -0.1555 0.3416  -0.224
C: 0.3112 0.3095 0.2565  0.249
C: 1.1071 -0.4486 -0.6338  -0.414
N: 0.7237 1.2500 0.9863  -0.251
O: -3.0090 -0.0026 -0.5158  -0.389
O: 2.4528 -0.2667 -0.3099  -0.533
H: -1.5350 -1.2228 0.2517  0.293
H: -1.8728 0.3223 1.2281  0.362
H: 0.9319 -0.0843 -1.5743  0.371
H: 0.7858 -1.4876 -0.5278  0.331
H: 0.0827 1.5187 1.6857  0.244
H: 1.7623 1.5439 1.0283  0.313
H: -2.8969 -0.5467 -1.2354  0.322
H: 2.9843 -0.7297 -0.9815  0.325

---

(3)
Computed, not measured: a gas-phase ion, C3H8NO2 (charge +1) at a distorted geometry, with ωB97M-V/def2-TZVPD.

Its strongest force on any atom is 6.25 eV/A. The calculation puts the LUMO energy at -3.340 eV. Its total charge is +1. Its SMILES is [NH2+]=C(O)CCO. The total energy comes out at -8817.75451 eV. For the energy relative to the best compared isomer or geometry (same formula, charge and spin), the calculation gives 50.7 kcal per mole.

Each line ends with the Mulliken charge.
Geometry (Å):
N: -2.4287 0.1550 -0.0757  -0.344
C: -1.2357 -0.2757 -0.1818  0.694
O: -0.9506 -1.5156 -0.2878  -0.491
C: 0.0775 0.7316 0.0061  -0.836
C: 1.6596 0.2576 0.2365  -0.296
O: 1.7172 -1.1097 -0.0295  -0.594
H: -3.2076 -0.5618 -0.1984  0.322
H: -2.7608 1.2168 -0.0199  0.319
H: 0.0972 -1.6876 -0.1144  0.440
H: 0.1529 1.4356 -0.8818  0.347
H: 0.0162 1.4065 0.8711  0.379
H: 2.3050 0.7764 -0.3213  0.433
H: 1.9141 0.5639 1.3155  0.271
H: 2.6437 -1.3931 -0.3187  0.357

---

(4)
Computed, not measured: 2 unconnected molecules or ions with the total composition C3H8NO2 at a distorted geometry, with ωB97M-V/def2-TZVPD.

Its strongest force on any atom is 2.42 eV/A. The calculation puts the LUMO energy at -5.490 eV. Its total charge is +1. The total energy comes out at -8818.11339 eV. For the energy relative to the best compared isomer or geometry (same formula, charge and spin), the calculation gives 42.4 kcal per mole.

Each line ends with the Mulliken charge.
Geometry (Å):
O: -1.6142 -0.2835 -1.4902  -0.525
C: -2.5431 0.4019 -1.8297  0.264
O: -3.6437 -0.0871 -2.4119  -0.396
H: -2.5296 1.4867 -2.0108  0.322
H: -3.6554 -1.0253 -2.1381  0.342
C: 1.9353 0.2817 0.1042  -0.801
C: 1.3554 -0.2926 2.3954  -0.109
N: 1.1248 -0.4221 1.1485  0.011
H: 2.9507 -0.0940 0.1034  0.330
H: 1.4794 0.1940 -0.8781  0.303
H: 1.8660 1.3465 0.3231  0.375
H: 2.3442 0.0518 2.6789  0.295
H: 0.7528 -0.8416 3.1105  0.285
H: 0.1773 -0.7165 0.8948  0.304

---

(5)
Computed, not measured: a gas-phase ion, C3H8NO2 (charge +1) at a distorted geometry, with ωB97M-V/def2-TZVPD.

Its multiplicity is 3. Its strongest force on any atom is 4.64 eV/A. The calculation puts the LUMO energy (spin up / spin down) at -3.478 / -6.848 eV. Its total charge is +1. The total energy comes out at -8813.39996 eV. For the energy relative to the best compared isomer or geometry (same formula, charge and spin), the calculation gives 30.2 kcal per mole.

Each line ends with the Mulliken charge.
Geometry (Å):
C: -1.7499 -1.2011 0.0570  -0.317
C: -0.8941 -0.0824 -0.4283  0.194
C: 1.0560 1.0435 0.7861  -0.796
N: 0.4928 -0.1076 0.0440  -0.129
O: -1.4260 -0.9522 1.3168  -0.304
O: -1.2017 1.1840 -0.6640  -0.467
H: -2.8363 -1.0528 -0.1848  0.356
H: -1.5207 -2.2690 -0.4404  0.297
H: 0.7378 1.9797 0.2488  0.328
H: 0.7647 1.1158 1.8358  0.295
H: 2.1942 0.8716 0.6356  0.348
H: 0.7838 -0.9311 0.7126  0.439
H: 1.0579 -0.2528 -0.7636  0.376
H: -2.0176 1.3591 -1.1976  0.380

---

(6)
Computed, not measured: 2 unconnected molecules or ions with the total composition C3H8NO2P at a distorted geometry, with ωB97M-V/def2-TZVPD.

Its strongest force on any atom is 4.03 eV/A. The calculation puts the LUMO energy (spin up / spin down) at -0.223 / -0.218 eV. Its total charge is 0. The total energy comes out at -18111.36300 eV. For the energy relative to the best compared isomer or geometry (same formula, charge and spin), the calculation gives 85.8 kcal per mole.

Each line ends with the Mulliken charge.
Geometry (Å):
C: -0.2038 -0.4837 0.6199  -0.155
C: 0.4090 0.4409 -0.0577  -0.726
C: -0.7861 -0.4609 2.0514  -0.233
N: -0.4170 0.7398 2.7996  -0.557
O: 0.3402 -1.4777 -3.0165  -0.541
O: 0.1293 0.8973 -3.6733  -0.483
P: 0.8601 -0.1711 -2.7105  0.558
H: -0.4966 -1.2309 -0.0352  0.304
H: 0.9221 1.2756 0.1488  0.400
H: -0.4065 -1.3690 2.4860  0.233
H: -1.8085 -0.3553 2.0384  0.343
H: -1.2498 0.9957 3.3423  0.225
H: 0.0285 0.4831 -4.5245  0.332
H: 0.3552 0.6574 3.4303  0.195
H: 2.3238 0.0588 -2.8990  0.106

---

(7)
Computed, not measured: a molecular structure, C3H8NO2Rb at a distorted geometry, with ωB97M-V/def2-TZVPD.

Its strongest force on any atom is 1.18 eV/A. The calculation puts the LUMO energy at -0.939 eV. Its total charge is 0. The total energy comes out at -9479.91018 eV. For the energy relative to the best compared isomer or geometry (same formula, charge and spin), the calculation gives 10.8 kcal per mole.

Each line ends with the Mulliken charge.
Geometry (Å):
Rb: -0.2752 3.9404 -1.1888  0.929
O: -0.3330 1.8083 -2.8716  -1.038
H: -0.8866 1.2847 -2.2817  0.188
C: 1.0386 -0.7524 -0.6987  0.137
O: 1.8990 -1.5921 -0.7887  -0.591
N: 0.2154 -0.6173 0.3857  0.103
C: -0.7522 0.4528 0.4842  -0.432
C: 0.2989 -1.5040 1.5150  -0.936
H: 0.8172 -0.0356 -1.5093  0.375
H: -0.5277 1.2104 -0.2659  -0.347
H: -0.7052 0.9158 1.4755  0.366
H: -1.7779 0.1051 0.3218  0.303
H: -0.6903 -1.9059 1.7424  0.320
H: 0.9744 -2.3242 1.2890  0.315
H: 0.7047 -0.9859 2.3909  0.309

---

(8)
Computed, not measured: 2 unconnected molecules or ions with the total composition C3H8NO2S at a distorted geometry, with ωB97M-V/def2-TZVPD.

Its strongest force on any atom is 3.81 eV/A. The calculation puts the LUMO energy at 3.747 eV. Its total charge is -1. The total energy comes out at -19660.84933 eV. For the energy relative to the best compared isomer or geometry (same formula, charge and spin), the calculation gives 68.5 kcal per mole.

Each line ends with the Mulliken charge.
Geometry (Å):
O: -3.3302 1.4784 1.3944  -0.662
C: -2.3284 0.7569 1.1830  0.167
N: -1.4231 1.1342 0.2783  -0.157
C: -0.0578 0.6831 0.2805  -0.655
C: 0.1221 -0.6215 -0.6233  0.067
S: 0.1529 -1.9764 0.6878  -0.662
H: -2.1748 -0.1514 1.9306  0.283
H: -1.4842 1.9207 -0.4027  0.249
H: 0.3614 0.4373 1.4243  0.260
H: 0.4063 1.5690 -0.1169  0.375
H: 1.1350 -0.6768 -1.1114  -0.384
H: -0.7713 -0.7599 -1.1892  0.334
H: 3.2296 -1.9143 -0.9277  0.328
H: 2.6118 -0.8192 -1.4513  0.182
O: 3.5507 -1.0602 -1.3563  -0.726

---

(9)
Computed, not measured: 2 unconnected molecules or ions with the total composition C3H8NO2S at a distorted geometry, with ωB97M-V/def2-TZVPD.

Its strongest force on any atom is 2.45 eV/A. The calculation puts the LUMO energy at 3.909 eV. Its total charge is -1. The total energy comes out at -19662.96739 eV. For the energy relative to the best compared isomer or geometry (same formula, charge and spin), the calculation gives 19.7 kcal per mole.

Each line ends with the Mulliken charge.
Geometry (Å):
C: 1.3773 0.2469 0.1509  -0.359
C: 0.3402 1.3695 0.3540  -0.805
S: -0.3731 2.0920 -1.2364  -0.688
C: 0.8653 -1.0457 0.7619  0.381
N: -0.0970 -1.6999 0.0874  -0.328
O: 1.4178 -1.5264 1.7534  -0.684
H: 2.3369 0.4653 0.6169  0.257
H: 1.5530 0.1516 -0.9208  0.302
H: 0.7598 2.2876 0.7861  0.249
H: -0.4752 1.2595 1.0721  0.341
H: -0.3815 -2.5669 0.5029  0.227
H: -0.8832 -1.2805 -0.4169  0.321
H: -1.4955 0.3237 -1.5700  0.201
H: -2.7237 0.2292 -0.6454  0.342
O: -2.2210 -0.3061 -1.2960  -0.758

---

(10)
Computed, not measured: 2 unconnected molecules or ions with the total composition C3H8NO2S at a distorted geometry, with ωB97M-V/def2-TZVPD.

Its multiplicity is 2. Its strongest force on any atom is 1.35 eV/A. The calculation puts the LUMO energy (spin up / spin down) at 0.529 / -2.345 eV. Its total charge is 0. The total energy comes out at -19659.13656 eV. For the energy relative to the best compared isomer or geometry (same formula, charge and spin), the calculation gives 15.2 kcal per mole.

Each line ends with the Mulliken charge.
Geometry (Å):
O: 1.0216 0.0521 -2.1421  -0.489
C: 0.0968 -0.0234 -1.3706  -0.116
C: -0.0179 1.0041 -0.2327  0.573
C: -1.0768 0.5791 0.7769  -0.959
S: -2.6901 0.2134 0.1524  -0.064
N: 1.2204 1.4220 0.3634  -0.661
H: -0.6965 -0.7947 -1.4479  0.253
H: -0.4407 1.8554 -0.7599  0.257
H: -0.6254 -0.2020 1.3775  0.233
H: -1.2996 1.3124 1.5558  0.389
H: 1.7886 1.8824 -0.3337  0.300
H: 1.7446 0.6041 0.6657  0.268
H: -0.1726 -2.3528 1.0671  0.331
H: 0.5238 -2.9048 -0.2971  0.321
O: 0.6237 -2.6473 0.6251  -0.637

---

(11)
Computed, not measured: a gas-phase ion, C3H8NO3 (charge +1) at a distorted geometry, with ωB97M-V/def2-TZVPD.

Its strongest force on any atom is 5.07 eV/A. The calculation puts the LUMO energy at -3.929 eV. Its total charge is +1. Its SMILES is [NH3+][C@@H](CO)C(=O)O. The total energy comes out at -10865.39817 eV. For the energy relative to the best compared isomer or geometry (same formula, charge and spin), the calculation gives 34.7 kcal per mole.

Each line ends with the Mulliken charge.
Geometry (Å):
N: -1.3299 0.4494 0.1161  -0.479
C: -0.0165 -0.1800 -0.4576  0.169
C: 1.1822 0.8672 -0.2787  -0.462
O: 0.4072 2.0655 -0.2203  -0.554
C: 0.2498 -1.5264 0.3272  0.317
O: 1.4531 -1.7688 0.3558  -0.490
O: -0.7974 -2.3012 0.4366  -0.444
H: -2.1432 0.0403 -0.3999  0.379
H: -1.4268 0.3115 1.2046  0.377
H: -1.3584 1.5314 -0.1428  0.391
H: -0.3121 -0.5657 -1.3895  0.345
H: 2.0600 0.9054 -0.9904  0.366
H: 1.5640 0.5919 0.7248  0.325
H: 0.9056 2.8430 -0.0101  0.329
H: -0.4375 -3.2636 0.7243  0.432

---

(12)
Computed, not measured: 2 unconnected molecules or ions with the total composition C3H8NO3 at a distorted geometry, with ωB97M-V/def2-TZVPD.

Its strongest force on any atom is 4.10 eV/A. The calculation puts the LUMO energy at -3.428 eV. Its total charge is +1. The total energy comes out at -10862.83274 eV. For the energy relative to the best compared isomer or geometry (same formula, charge and spin), the calculation gives 93.8 kcal per mole.

Each line ends with the Mulliken charge.
Geometry (Å):
C: -1.9050 0.6907 0.1107  -0.332
C: -0.9748 -0.0453 0.9171  0.199
C: 0.9792 0.1201 0.1157  0.243
N: 0.7047 -0.6802 -1.0980  -0.178
O: -1.5953 -0.6755 -0.1079  -0.450
O: 1.8978 -0.5677 0.9400  -0.499
O: 1.3750 1.3757 -0.2724  -0.474
H: -3.0331 0.7724 0.2814  0.268
H: -1.4712 1.4261 -0.5558  0.197
H: -1.0674 -0.5449 1.9843  0.288
H: -0.2601 -1.1309 -0.9932  0.390
H: 1.4105 -1.3401 -1.2943  0.291
H: 0.5068 0.0854 -1.7465  0.356
H: 1.3730 -1.1978 1.4100  0.350
H: 2.0597 1.7118 0.3089  0.350

---

Copy entry 8 word for word.
Computed, not measured: 2 unconnected molecules or ions with the total composition C3H8NO2S at a distorted geometry, with ωB97M-V/def2-TZVPD.

Its strongest force on any atom is 3.81 eV/A. The calculation puts the LUMO energy at 3.747 eV. Its total charge is -1. The total energy comes out at -19660.84933 eV. For the energy relative to the best compared isomer or geometry (same formula, charge and spin), the calculation gives 68.5 kcal per mole.

Each line ends with the Mulliken charge.
Geometry (Å):
O: -3.3302 1.4784 1.3944  -0.662
C: -2.3284 0.7569 1.1830  0.167
N: -1.4231 1.1342 0.2783  -0.157
C: -0.0578 0.6831 0.2805  -0.655
C: 0.1221 -0.6215 -0.6233  0.067
S: 0.1529 -1.9764 0.6878  -0.662
H: -2.1748 -0.1514 1.9306  0.283
H: -1.4842 1.9207 -0.4027  0.249
H: 0.3614 0.4373 1.4243  0.260
H: 0.4063 1.5690 -0.1169  0.375
H: 1.1350 -0.6768 -1.1114  -0.384
H: -0.7713 -0.7599 -1.1892  0.334
H: 3.2296 -1.9143 -0.9277  0.328
H: 2.6118 -0.8192 -1.4513  0.182
O: 3.5507 -1.0602 -1.3563  -0.726